C29H73Cl2HfN4O14S as an isolated structure at a distorted geometry. Source: OMol25; level of theory: ωB97M-V/def2-TZVPD.

Calculated values
Net charge ... +1

Geometry (Å):
1 Hf -8.629 17.941 12.878
2 S -7.169 17.958 15.571
3 O -7.851 17.270 16.692
4 O -5.869 18.456 15.948
5 O -7.135 17.151 14.363
6 O -8.026 18.927 14.849
7 C -10.636 13.817 13.376
8 C -9.283 14.196 12.905
9 O -9.039 15.578 12.813
10 H -11.422 14.050 12.658
11 H -10.857 14.246 14.353
12 H -10.609 12.729 13.432
13 H -9.093 13.692 11.958
14 H -8.504 13.799 13.555
15 Cl -11.405 13.534 9.483
16 C -11.892 12.054 10.281
17 C -10.718 11.196 10.685
18 Cl -10.021 10.612 9.185
19 H -12.655 11.499 9.735
20 H -12.446 12.352 11.171
21 H -10.970 10.308 11.265
22 H -9.983 11.771 11.247
23 C -7.964 13.950 17.080
24 O -8.782 15.040 17.630
25 H -6.901 14.090 17.278
26 H -8.127 12.952 17.486
27 H -7.936 13.839 15.996
28 H -8.509 15.832 17.161
29 C -3.141 22.290 11.501
30 O -3.877 21.289 12.250
31 C -5.280 21.621 12.319
32 C -6.239 20.635 13.110
33 N -6.493 19.367 12.393
34 C -5.293 18.553 12.582
35 C -5.464 17.146 11.885
36 O -6.841 16.948 11.511
37 C -7.108 16.003 10.464
38 H -3.124 23.297 11.919
39 H -3.466 22.304 10.460
40 H -2.121 21.963 11.300
41 H -5.544 21.784 11.275
42 H -5.313 22.598 12.800
43 H -7.202 21.132 13.230
44 H -5.908 20.454 14.133
45 H -6.456 19.651 11.424
46 H -4.979 18.413 13.616
47 H -4.400 18.986 12.130
48 H -5.040 16.310 12.441
49 H -4.916 17.172 10.943
50 H -6.718 14.994 10.599
51 H -6.616 16.303 9.539
52 H -8.177 15.907 10.277
53 C -0.628 11.919 7.484
54 O -1.272 12.286 8.710
55 C -1.191 11.365 9.784
56 C -2.072 11.940 10.964
57 N -3.491 11.719 10.663
58 C -4.396 12.585 11.469
59 C -5.832 12.350 10.899
60 O -5.910 12.901 9.561
61 C -7.161 12.795 8.899
62 H 0.408 11.625 7.655
63 H -0.761 12.661 6.697
64 H -1.149 11.028 7.134
65 H -0.143 11.253 10.063
66 H -1.551 10.376 9.504
67 H -1.908 13.016 11.026
68 H -1.775 11.493 11.912
69 H -3.597 12.030 9.708
70 H -4.081 13.611 11.275
71 H -4.343 12.372 12.536
72 H -6.353 13.086 11.511
73 H -6.212 11.344 11.080
74 H -7.413 11.738 8.807
75 H -7.000 13.202 7.901
76 H -7.991 13.288 9.405
77 C -11.307 16.706 10.782
78 O -10.930 17.532 11.893
79 C -12.107 17.898 12.656
80 C -11.740 18.819 13.817
81 N -10.554 18.274 14.519
82 C -10.885 17.040 15.201
83 C -11.915 17.231 16.382
84 O -11.785 18.580 16.899
85 C -12.710 18.809 17.905
86 H -10.380 16.197 10.519
87 H -11.577 17.464 10.047
88 H -12.181 16.059 10.853
89 H -12.645 17.062 13.103
90 H -12.838 18.447 12.063
91 H -12.515 18.999 14.563
92 H -11.546 19.804 13.392
93 H -10.580 18.767 15.400
94 H -10.041 16.550 15.686
95 H -11.211 16.288 14.483
96 H -11.654 16.468 17.116
97 H -12.929 17.050 16.025
98 H -13.744 18.667 17.590
99 H -12.602 19.838 18.247
100 H -12.600 18.205 18.805
101 C -11.674 12.663 16.608
102 O -12.172 11.720 15.694
103 C -13.085 10.699 16.185
104 C -13.316 9.581 15.225
105 N -14.027 10.083 14.082
106 C -14.151 8.973 13.122
107 C -15.162 9.229 12.029
108 O -14.589 10.073 10.997
109 C -15.343 10.201 9.839
110 H -11.245 12.124 17.453
111 H -12.414 13.396 16.930
112 H -10.875 13.233 16.135
113 H -13.954 11.201 16.610
114 H -12.710 10.204 17.081
115 H -13.872 8.805 15.750
116 H -12.336 9.178 14.970
117 H -13.374 10.755 13.704
118 H -14.445 8.048 13.618
119 H -13.141 8.756 12.773
120 H -16.059 9.726 12.399
121 H -15.565 8.306 11.612
122 H -15.649 11.239 9.711
123 H -16.099 9.424 9.724
124 H -14.710 10.122 8.956

These are the Löwdin partial charges, in e, on atoms 1 to 4:
1. Hf 2.14
2. S 0.33
3. O -0.29
4. O -0.26

=====

C27H21CaIN10O4S3 as an isolated structure at a distorted geometry. Source: OMol25; level of theory: ωB97M-V/def2-TZVPD.

Calculated values
Net charge ... -2
Relative energy (zero: lowest compared OMol25 entry of this formula, charge and spin) ... 28.26 kcal per mole

Geometry (Å):
1 Ca -0.371 -0.544 -1.826
2 C 4.152 -0.715 4.962
3 N 3.164 0.316 4.798
4 C 2.530 1.014 5.801
5 C 1.664 1.857 5.226
6 N 1.731 1.679 3.846
7 C 2.695 0.712 3.562
8 S 3.331 0.161 2.145
9 C 0.838 2.342 2.957
10 C 0.199 3.495 3.406
11 C -0.674 4.135 2.543
12 C -0.891 3.609 1.290
13 C -0.232 2.437 0.949
14 N 0.631 1.826 1.755
15 H 4.592 -0.636 5.956
16 H 4.915 -0.595 4.195
17 H 3.711 -1.706 4.836
18 H 2.752 0.852 6.842
19 H 0.987 2.552 5.683
20 H 0.381 3.902 4.391
21 H -1.186 5.031 2.870
22 H -1.578 4.070 0.595
23 H -0.427 1.981 -0.019
24 S 0.189 -1.739 -4.233
25 C -1.175 -1.187 -5.163
26 C -1.298 -1.833 -6.428
27 N -1.360 -2.379 -7.445
28 C -2.108 -0.225 -4.843
29 S -2.230 0.761 -3.413
30 C -3.137 0.037 -5.795
31 N -3.990 0.280 -6.536
32 O 3.815 -0.990 -1.870
33 C 2.611 -1.097 -1.657
34 O 1.730 -0.180 -1.732
35 C 2.051 -2.452 -1.250
36 C 2.741 -3.628 -1.508
37 C 2.157 -4.829 -1.149
38 C 0.920 -4.813 -0.516
39 C 0.318 -3.588 -0.282
40 N 0.862 -2.433 -0.648
41 H 3.705 -3.575 -1.993
42 H 2.650 -5.768 -1.370
43 H 0.427 -5.729 -0.221
44 H -0.643 -3.521 0.215
45 I 1.576 6.669 -1.469
46 C 1.419 4.610 -1.757
47 C 2.377 3.674 -1.431
48 N 1.855 2.487 -1.767
49 N 0.627 2.596 -2.277
50 C 0.339 3.888 -2.286
51 H 3.362 3.793 -1.014
52 H 2.191 1.502 -1.683
53 H -0.603 4.234 -2.679
54 C -4.325 -3.201 -1.336
55 N -3.956 -2.040 -0.550
56 C -4.791 -1.499 0.379
57 C -4.415 -0.451 1.126
58 C -3.084 0.138 0.926
59 O -2.707 1.081 1.623
60 N -2.302 -0.411 -0.054
61 C -2.687 -1.465 -0.762
62 O -1.962 -2.018 -1.610
63 H -5.409 -3.260 -1.427
64 H -3.945 -4.120 -0.881
65 H -3.876 -3.107 -2.322
66 H -5.761 -1.974 0.465
67 H -5.070 -0.012 1.863

These are the Löwdin partial charges, in e, on atoms 1 to 4:
1. Ca 1.05
2. C -0.08
3. N -0.16
4. C -0.07

=====

C4H9BO as an isolated structure at a distorted geometry. Source: OMol25; level of theory: ωB97M-V/def2-TZVPD.

Calculated values
Net charge ... 0
Relative energy (zero: lowest compared OMol25 entry of this formula, charge and spin) ... 73.94 kcal per mole

Geometry (Å):
1 B 0.494 -0.162 0.408
2 C -1.489 -0.224 -0.196
3 C 1.347 -1.336 -0.249
4 C 1.020 0.775 1.511
5 C -1.706 0.712 -1.332
6 O -2.219 -0.803 0.530
7 H 0.873 -1.585 -1.217
8 H 1.382 -2.333 0.332
9 H 2.417 -0.968 -0.515
10 H 1.112 1.971 1.335
11 H 2.026 0.533 1.827
12 H 0.162 0.669 2.346
13 H -2.613 1.351 -1.079
14 H -0.747 1.202 -1.405
15 H -2.059 0.198 -2.295

These are the Löwdin partial charges, in e, on atoms 1 to 4:
1. B -0.21
2. C -0.38
3. C -0.08
4. C -0.08

=====

Record order is preserved below.
HOMO: -10.403 -0.939 -7.830 eV
Record order is preserved below.
Calculated total energy: -103056.2319 -110482.6550 -7015.2939 eV